ORCA calculation (wB97M-V/def2-TZVPD) on a cluster of 3 separate species, C2H12NO2S in total in a non-equilibrium geometry.

Last column: Mulliken charge in e.
Positions of all 18 atoms, in Å:
C (-0.43451, -0.11997, -1.00738)  -0.501
C (0.97244, 0.47887, -1.09506)  -0.769
S (1.16213, 2.18576, -0.54823)  -0.242
N (-0.58107, -1.06469, 0.15528)  -0.204
H (-0.69676, -0.63750, -1.92610)  0.367
H (-1.23687, 0.60840, -0.88215)  0.352
H (1.30374, 0.32049, -2.10288)  0.394
H (1.62776, -0.21553, -0.54883)  0.469
H (-0.12985, 2.47329, -0.36839)  0.169
H (-1.55270, -1.37099, 0.28706)  0.381
H (-0.11070, -0.64840, 0.99651)  0.274
H (-0.08075, -1.93397, 0.01479)  0.350
H (1.04450, 0.72050, 2.90842)  0.316
H (1.32873, 1.02482, 1.44249)  0.290
O (1.15666, 0.28204, 2.05133)  -0.640
H (-2.42267, -3.87160, -0.20022)  0.322
H (-3.64415, -3.23746, 0.54467)  0.324
O (-2.70258, -3.15415, 0.37777)  -0.651

DFT total energy: -18682.8695 eV
Total charge: +1
HOMO-LUMO gap: 10.3 eV
Lowest unoccupied orbital energy: -3.118 eV

***

ORCA calculation (wB97M-V/def2-TZVPD) on a structure of composition C64H64AlGe2N2O2S4.

Last column: Mulliken charge in e.
Positions of all 139 atoms, in Å:
Al (-0.35545, -0.16227, 0.05670)  0.111
O (0.20844, 0.08804, -1.62629)  -0.276
C (1.21880, -0.30580, -2.32556)  0.220
C (1.14571, -0.28828, -3.73473)  -1.188
C (2.21356, -0.69022, -4.50236)  -0.412
C (3.40737, -1.13876, -3.91528)  -0.829
C (3.49311, -1.17280, -2.54186)  -0.541
C (2.42509, -0.76231, -1.73213)  1.132
C (2.56863, -0.85495, -0.29680)  -0.284
N (1.67585, -0.54578, 0.56316)  0.512
C (1.94112, -0.78586, 1.98263)  -1.161
C (0.65184, -1.31078, 2.63834)  0.034
N (-0.37944, -0.43134, 2.12221)  0.553
C (-1.05321, 0.30308, 2.91895)  -0.179
C (-1.71760, 1.52152, 2.50685)  0.800
C (-2.66057, 2.12942, 3.34068)  -0.212
C (-3.21645, 3.34884, 3.02117)  -0.812
C (-2.77889, 4.00082, 1.86027)  -0.525
C (-1.82610, 3.43774, 1.03959)  -0.724
C (-1.28841, 2.16525, 1.31516)  0.046
O (-0.40972, 1.63041, 0.50067)  -0.659
H (0.21155, 0.03259, -4.18249)  0.666
H (2.12932, -0.66914, -5.58397)  0.423
H (4.23847, -1.46020, -4.52863)  0.365
H (4.40147, -1.52723, -2.06249)  0.344
H (3.51888, -1.26738, 0.05808)  0.209
H (2.19448, 0.17190, 2.44777)  0.204
H (2.77175, -1.48026, 2.13099)  0.545
H (0.72760, -1.26553, 3.72755)  0.777
H (0.45685, -2.33134, 2.31826)  -0.649
H (-1.02735, 0.08543, 3.99117)  0.291
H (-2.96756, 1.60842, 4.24305)  0.390
H (-3.96527, 3.80217, 3.65988)  0.394
H (-3.20534, 4.96355, 1.59801)  0.386
H (-1.49980, 3.93132, 0.13143)  0.485
C (-3.19335, 0.80180, -6.50898)  -1.794
C (-3.94010, 0.44153, -5.25028)  0.885
C (-4.63250, -0.75893, -5.13204)  -0.984
C (-5.36498, -1.06605, -3.98917)  1.171
C (-6.20105, -2.32481, -3.94149)  -1.580
C (-5.37072, -0.15830, -2.91990)  0.195
C (-4.70868, 1.07068, -3.03805)  1.084
C (-4.75099, 2.13019, -1.96236)  -1.912
C (-3.99578, 1.34036, -4.19777)  -0.930
C (-6.20817, -0.44342, -1.71176)  -0.551
C (-7.48527, 0.11190, -1.75484)  0.386
C (-8.38074, -0.05537, -0.71784)  -1.161
C (-8.00346, -0.80137, 0.37840)  -0.023
C (-6.73847, -1.38694, 0.45501)  -1.133
C (-5.80827, -1.20967, -0.58742)  0.340
Ge (-3.91295, -1.79808, -0.39665)  -0.575
S (-2.69641, -0.02032, -0.35899)  -0.390
S (-3.30069, -3.35391, -1.91482)  0.323
Ge (-1.86065, -3.86217, -0.24067)  -1.062
S (-0.08115, -2.66444, -0.23317)  -0.638
S (-3.33452, -3.14318, 1.33951)  1.017
C (-1.39383, -5.80281, -0.18121)  -0.259
C (-1.04094, -6.52435, -1.34366)  -0.318
C (-0.76156, -7.88588, -1.25205)  -0.219
C (-0.78541, -8.54383, -0.03444)  -0.987
C (-1.05101, -7.82851, 1.11758)  0.182
C (-1.34199, -6.46583, 1.05836)  -0.752
C (-1.47569, -5.73463, 2.35691)  0.821
C (-0.33479, -5.12280, 2.88998)  0.835
C (0.99920, -5.22156, 2.18954)  -1.245
C (-0.43749, -4.43698, 4.09494)  -0.601
C (-1.63499, -4.35912, 4.78656)  0.628
C (-1.73001, -3.57094, 6.06913)  -1.612
C (-2.74934, -5.00620, 4.25938)  -0.588
C (-2.69163, -5.69092, 3.05120)  0.548
C (-3.93370, -6.31495, 2.46929)  -1.417
C (-0.88913, -5.88898, -2.68800)  0.611
C (0.31890, -5.27304, -3.03106)  0.905
C (1.53873, -5.30207, -2.13957)  -1.459
C (0.42611, -4.64737, -4.26990)  -0.905
C (-0.61690, -4.65111, -5.17694)  0.772
C (-0.50944, -3.89247, -6.46904)  -1.500
C (-1.78148, -5.34211, -4.85170)  -0.807
C (-1.93270, -5.96743, -3.62492)  1.041
C (-3.20498, -6.71186, -3.29859)  -1.501
C (-6.51960, -2.17486, 1.71005)  0.904
C (-6.83564, -3.53535, 1.74014)  1.019
C (-7.13598, -4.28628, 0.46965)  -1.805
C (-6.86690, -4.19305, 2.96586)  -0.735
C (-6.56840, -3.53943, 4.15248)  0.540
C (-6.67298, -4.24546, 5.48142)  -1.702
C (-6.18309, -2.20426, 4.09124)  -0.844
C (-6.16085, -1.50777, 2.88836)  1.242
C (-5.75709, -0.05198, 2.86347)  -1.673
H (-3.08808, -0.05690, -7.16728)  0.359
H (-2.19681, 1.18704, -6.27986)  0.356
H (-3.72548, 1.57928, -7.06404)  0.353
H (-4.62007, -1.46991, -5.95539)  0.286
H (-6.21706, -2.80979, -4.91902)  0.465
H (-7.22881, -2.09633, -3.64931)  0.331
H (-5.80939, -3.04231, -3.21735)  0.195
H (-5.33876, 1.82288, -1.09951)  0.240
H (-5.18032, 3.05407, -2.36272)  0.558
H (-3.74207, 2.34267, -1.60742)  0.201
H (-3.46766, 2.28863, -4.27674)  0.353
H (-7.76490, 0.69586, -2.62550)  0.492
H (-9.36739, 0.39185, -0.76469)  0.374
H (-8.69566, -0.95408, 1.20023)  0.504
H (-0.50022, -8.42480, -2.15746)  0.525
H (-0.56188, -9.60302, 0.02031)  0.415
H (-1.01342, -8.31421, 2.08780)  0.463
H (1.31339, -6.26553, 2.09558)  0.401
H (1.76621, -4.68039, 2.74848)  0.413
H (0.95222, -4.79895, 1.18239)  0.011
H (0.44528, -3.94932, 4.50218)  0.234
H (-0.74040, -3.28642, 6.43048)  0.386
H (-2.22660, -4.14749, 6.85222)  0.425
H (-2.30635, -2.65437, 5.91331)  0.227
H (-3.69752, -4.94831, 4.78599)  0.258
H (-4.73654, -6.33825, 3.20776)  0.484
H (-3.74918, -7.33101, 2.11759)  0.465
H (-4.27504, -5.72264, 1.61215)  0.017
H (1.31956, -5.69638, -1.14855)  0.131
H (1.93756, -4.29434, -2.01846)  0.017
H (2.31356, -5.92809, -2.59519)  0.566
H (1.35138, -4.13012, -4.51509)  0.312
H (0.53194, -3.67462, -6.71373)  0.377
H (-1.03503, -2.94342, -6.37722)  0.204
H (-0.95648, -4.44602, -7.29847)  0.411
H (-2.60531, -5.36763, -5.56214)  0.324
H (-3.92382, -6.61958, -4.11466)  0.442
H (-3.66802, -6.31202, -2.39270)  0.159
H (-3.00773, -7.77298, -3.12652)  0.325
H (-7.81537, -3.72906, -0.17938)  0.391
H (-7.57659, -5.26064, 0.68815)  0.489
H (-6.21025, -4.45217, -0.09566)  0.108
H (-7.14893, -5.24268, 2.99175)  0.277
H (-6.97277, -5.28746, 5.35374)  0.348
H (-7.41263, -3.75923, 6.12242)  0.424
H (-5.72187, -4.22853, 6.01294)  0.326
H (-5.90989, -1.68555, 5.00783)  0.401
H (-5.20829, 0.20574, 3.76956)  0.311
H (-6.63283, 0.60009, 2.80170)  0.344
H (-5.12117, 0.17480, 2.00480)  0.302

DFT total energy: -237467.5720 eV
Total charge: -1
HOMO-LUMO gap: 7.4 eV
Lowest unoccupied orbital energy: 2.356 eV

***

ORCA calculation (wB97M-V/def2-TZVPD) on a cluster of 2 separate species, CH4ClNO in total in a non-equilibrium geometry.

Last column: Mulliken charge in e.
Positions of all 8 atoms, in Å:
C (-0.96058, -0.56453, -0.38885)  -0.219
N (0.73611, 0.73587, 0.45282)  -0.477
O (-0.88747, -1.63743, 0.32106)  -0.435
Cl (-2.19663, 0.52029, 0.08322)  -0.205
H (-0.67814, -0.58224, -1.35965)  0.471
H (1.12671, 1.28758, -0.33126)  0.244
H (-0.08509, 1.24963, 0.82940)  0.261
H (-1.24064, -1.54624, 1.29353)  0.360

⟨S²⟩: 2.01
DFT total energy: -17156.8113 eV
Total charge: 0
HOMO-LUMO gap (alpha / beta): 7.2 / 9.4 eV
Lowest unoccupied orbital energy (alpha / beta): 0.791 / -1.143 eV
Spin multiplicity: 3

***

ORCA calculation (wB97M-V/def2-TZVPD) on an isolated molecule of C19H21FO5S in a non-equilibrium geometry.

Last column: Mulliken charge in e.
Positions of all 47 atoms, in Å:
C (-0.57271, 2.76440, 3.86999)  -0.793
O (0.53764, 2.23277, 3.19943)  -0.242
C (0.76758, 2.78709, 1.93372)  -0.098
C (1.53834, 1.70587, 1.21458)  0.210
C (1.99621, 1.90679, -0.06502)  -0.198
C (2.64595, 0.90984, -0.84119)  -0.966
C (2.82614, -0.37323, -0.30356)  1.145
C (3.56975, -1.42003, -1.11168)  -1.321
C (2.30065, -0.64326, 0.96029)  -0.947
C (1.70740, 0.38345, 1.74477)  -0.418
H (-0.81169, 2.06148, 4.65263)  0.289
H (-0.27611, 3.71351, 4.27131)  0.291
H (-1.38795, 2.86304, 3.17855)  0.387
H (-0.20886, 3.09689, 1.43819)  0.525
H (1.86104, 2.88831, -0.49052)  0.401
H (3.04817, 1.15256, -1.82951)  0.353
H (3.68677, -2.31953, -0.48159)  0.327
H (2.98446, -1.69314, -2.01140)  0.298
H (4.56523, -1.06749, -1.44597)  0.321
H (2.44599, -1.67475, 1.30376)  0.246
H (1.40124, 0.05711, 2.71226)  0.483
C (3.73306, 4.36474, 6.45213)  -1.223
C (3.81348, 3.67675, 5.11142)  -0.275
O (2.62135, 3.99983, 4.32053)  -0.161
C (2.90613, 3.79900, 2.98640)  -0.091
C (1.68645, 4.30666, 2.14711)  0.867
F (2.18356, 4.81966, 0.95572)  -0.381
S (1.24682, 6.07361, 3.06061)  1.531
C (0.41598, 7.04664, 1.74263)  0.032
C (0.97222, 8.28267, 1.45893)  -0.428
C (0.47575, 9.01992, 0.37736)  -0.511
C (-0.58410, 8.52589, -0.37927)  -0.457
C (-1.18522, 7.30563, -0.04038)  -0.688
C (-0.70172, 6.55840, 1.05778)  -0.251
O (0.27116, 5.76220, 4.09530)  -0.713
O (2.40972, 6.88321, 3.37422)  -0.666
O (3.83592, 3.26393, 2.43691)  -0.598
H (4.59970, 4.07631, 7.04520)  0.417
H (3.77843, 5.44585, 6.30652)  0.276
H (2.84973, 4.10389, 7.03739)  0.309
H (4.70835, 4.03498, 4.56600)  0.339
H (3.86878, 2.57937, 5.20835)  0.298
H (1.81983, 8.64265, 2.03692)  0.467
H (0.95976, 9.95513, 0.13401)  0.380
H (-0.94206, 9.06403, -1.24415)  0.383
H (-1.99878, 6.91288, -0.61876)  0.408
H (-1.15133, 5.61670, 1.34896)  0.444

SMILES string: CCOC(=O)[C@@](F)([C@H](OC)c1ccc(C)cc1)S(=O)(=O)c1ccccc1
DFT total energy: -43830.9795 eV
Total charge: 0
HOMO-LUMO gap: 9.3 eV
Lowest unoccupied orbital energy: 0.314 eV

***

- What is the total charge in the fourth record?
  0